1.
Density functional theory data (ωB97M-V with the def2-TZVPD basis set) for an isolated molecule of C22H21F3N4O5.

Values from the calculation:
Electronic energy: -1745.897499 hartree
HOMO-LUMO gap: 8.503 eV
LUMO energy: -0.6 eV
Relative energy (zero: lowest compared OMol25 entry of this formula, charge and spin): 0.6 kJ/mol
SMILES: CC(C)Cn1c(N)c(C(=O)COC(=O)c2cc(C(F)(F)F)nc3ccccc23)c(=O)n(C)c1=O
E_HOMO: -9.1 eV

Each line ends with the Mulliken charge.
CARTESIAN COORDINATES (ANGSTROEM)
C  2.561  1.612  2.014  -1.36
C  3.386  1.982  0.784  1.60
C  4.440  3.026  1.141  -1.78
C  4.078  0.764  0.151  -2.22
N  3.116  -0.205  -0.362  0.26
C  2.690  -1.280  0.355  0.50
N  3.253  -1.565  1.530  -0.28
C  1.654  -2.092  -0.140  -0.32
C  1.045  -3.071  0.729  0.98
O  1.549  -3.485  1.769  -0.79
C  -0.378  -3.488  0.374  -1.02
O  -1.088  -2.278  0.125  -0.19
C  -2.342  -2.145  0.538  0.27
O  -3.001  -3.009  1.056  -0.64
C  -2.780  -0.734  0.286  0.68
C  -1.818  0.253  0.284  -0.17
C  -2.216  1.578  0.049  -0.12
C  -1.157  2.654  0.069  0.87
F  -0.025  2.243  -0.538  -0.21
F  -0.791  2.966  1.329  -0.28
F  -1.525  3.787  -0.520  -0.28
N  -3.446  1.950  -0.165  -0.61
C  -4.408  1.011  -0.167  -0.09
C  -5.735  1.427  -0.403  -0.39
C  -6.749  0.510  -0.414  -0.53
C  -6.480  -0.851  -0.193  -0.66
C  -5.204  -1.289  0.037  -0.77
C  -4.133  -0.373  0.061  0.72
C  1.177  -1.895  -1.494  0.69
O  0.408  -2.611  -2.101  -0.68
N  1.714  -0.783  -2.151  -0.05
C  1.229  -0.546  -3.500  -1.18
C  2.636  0.086  -1.645  0.80
O  3.054  1.040  -2.256  -0.67
H  2.029  2.488  2.376  0.46
H  3.200  1.251  2.820  0.32
H  1.819  0.851  1.782  0.17
H  2.716  2.401  0.028  0.09
H  5.144  2.629  1.870  0.39
H  4.993  3.329  0.255  0.42
H  3.966  3.905  1.566  0.42
H  4.656  1.108  -0.710  0.50
H  4.763  0.282  0.849  0.61
H  3.806  -0.893  2.030  0.15
H  2.837  -2.369  2.013  0.33
H  -0.389  -4.101  -0.532  0.32
H  -0.830  -4.031  1.209  0.49
H  -0.780  0.019  0.456  0.41
H  -5.909  2.477  -0.572  0.49
H  -7.765  0.826  -0.596  0.39
H  -7.296  -1.558  -0.207  0.41
H  -5.001  -2.332  0.215  0.46
H  0.143  -0.464  -3.482  0.33
H  1.675  0.375  -3.866  0.40
H  1.504  -1.385  -4.139  0.33

=====

2.
Density functional theory data (ωB97M-V with the def2-TZVPD basis set) for a structure of composition C29H48NP3S2Yb in a non-equilibrium geometry.

Values from the calculation:
Electronic energy: -4166.700943 hartree
Spin multiplicity: 2
HOMO-LUMO gap (alpha / beta): 7.175 / 6.155 eV
Total charge: +3
LUMO energy (alpha / beta): -8.9 / -10.2 eV
Relative energy (zero: lowest compared OMol25 entry of this formula, charge and spin): 128.6 kJ/mol
E_HOMO (alpha / beta): -16.1 / -16.3 eV

Each line ends with the Löwdin spin population.
CARTESIAN COORDINATES (ANGSTROEM)
Yb  -0.655  0.417  -0.684  0.02
P  2.209  -0.964  -1.128  0.00
P  1.448  2.349  -0.094  0.00
P  -1.242  -2.486  -1.501  0.02
H  -1.133  5.429  -1.889  0.00
C  -2.158  5.013  -1.991  0.00
C  -2.968  4.854  -0.922  0.00
H  -2.658  5.150  0.102  0.00
C  2.848  -0.959  -2.856  0.00
C  3.826  -0.662  -0.319  0.00
C  2.226  -2.804  -0.899  0.00
C  0.471  3.844  0.303  0.00
C  2.596  2.431  1.362  0.00
C  2.585  3.072  -1.343  0.00
C  -2.886  -1.733  -1.035  0.00
C  -1.417  -4.069  -0.642  0.01
C  -1.641  -3.049  -3.184  0.01
H  -2.472  4.621  -2.947  0.00
H  -4.033  4.506  -1.035  0.00
H  3.742  -1.594  -2.949  0.00
H  3.111  0.066  -3.139  0.00
H  2.071  -1.311  -3.544  0.00
H  4.593  -1.325  -0.734  0.00
H  3.764  -0.845  0.755  0.00
H  4.154  0.370  -0.466  0.00
H  3.208  -3.215  -1.192  0.00
H  1.443  -3.284  -1.501  0.00
H  2.048  -3.045  0.160  0.00
H  1.126  4.728  0.282  0.00
H  0.052  3.746  1.309  0.00
H  -0.367  3.989  -0.397  0.00
H  3.160  3.384  1.345  0.00
H  3.308  1.592  1.348  0.00
H  2.022  2.366  2.302  0.00
H  3.103  3.953  -0.935  0.00
H  2.001  3.371  -2.225  0.00
H  3.327  2.333  -1.671  0.00
H  -3.610  -1.964  -1.839  0.00
H  -2.873  -0.617  -0.920  0.00
H  -3.243  -2.194  -0.100  0.00
H  -1.903  -4.808  -1.279  0.00
H  -1.997  -3.974  0.271  0.00
H  -0.431  -4.452  -0.384  0.00
H  -2.533  -3.675  -3.165  0.00
H  -0.803  -3.639  -3.559  0.00
H  -1.796  -2.208  -3.866  0.01
C  -2.120  0.868  -4.293  0.11
C  -2.182  0.604  -5.675  0.10
C  -3.241  1.115  -6.423  0.00
C  -4.268  1.895  -5.871  0.16
C  -4.162  2.135  -4.507  0.01
C  -3.132  1.654  -3.711  0.09
S  -0.830  0.236  -3.408  0.45
H  -0.442  0.351  1.564  0.00
H  -1.428  0.040  -6.184  0.00
H  -3.300  0.894  -7.487  0.00
H  -5.112  2.270  -6.477  0.01
H  -4.931  2.738  -4.043  0.00
H  -3.073  1.891  -2.656  0.00
N  -0.078  -0.623  1.353  0.00
S  1.200  -0.531  2.594  0.00
C  0.196  0.246  3.882  0.00
C  0.964  0.623  4.986  0.00
C  0.372  1.292  6.058  0.00
C  -0.990  1.594  6.021  0.00
C  -1.757  1.231  4.909  0.00
C  -1.170  0.539  3.833  0.00
C  1.483  -2.103  3.284  0.00
C  0.518  -2.948  3.853  0.00
C  0.937  -4.137  4.468  0.00
C  2.299  -4.464  4.526  0.00
C  3.262  -3.610  3.967  0.00
C  2.866  -2.429  3.359  0.00
H  -0.648  -1.485  1.614  0.00
H  2.038  0.407  4.987  0.00
H  0.985  1.588  6.906  0.00
H  -1.455  2.118  6.851  0.00
H  -2.819  1.495  4.864  0.00
H  -1.776  0.252  2.962  0.00
H  -0.529  -2.660  3.830  0.00
H  0.182  -4.801  4.905  0.00
H  2.605  -5.399  5.000  0.00
H  4.318  -3.868  4.012  0.00
H  3.595  -1.730  2.949  0.00

=====

3.
Density functional theory data (ωB97M-V with the def2-TZVPD basis set) for a structure of composition C10H26MnO6P3S3.

Values from the calculation:
Electronic energy: -4217.932356 hartree
Spin multiplicity: 2
HOMO-LUMO gap (alpha / beta): 7.667 / 7.231 eV
Total charge: -1
LUMO energy (alpha / beta): 2.7 / 2.7 eV
Relative energy (zero: lowest compared OMol25 entry of this formula, charge and spin): 84.1 kJ/mol
E_HOMO (alpha / beta): -4.9 / -4.5 eV

Each line ends with the Löwdin spin population.
CARTESIAN COORDINATES (ANGSTROEM)
Mn  -0.516  -0.391  0.556  1.00
C  1.267  4.135  -3.220  0.00
C  0.372  4.306  -2.015  0.00
O  -0.656  3.300  -2.053  0.00
P  -0.802  2.300  -0.815  0.00
S  -2.210  0.967  -1.104  0.00
S  0.951  1.420  -0.391  0.00
O  -1.185  3.369  0.328  0.00
C  -1.162  2.977  1.723  0.00
C  -2.523  2.528  2.209  0.00
H  2.031  4.916  -3.233  0.00
H  0.686  4.197  -4.141  0.00
H  1.757  3.161  -3.178  0.00
H  -0.130  5.274  -2.015  0.00
H  0.947  4.217  -1.092  0.00
H  -0.815  3.866  2.252  0.00
H  -0.435  2.180  1.876  0.00
H  -3.279  3.290  2.006  0.00
H  -2.470  2.347  3.284  0.00
H  -2.809  1.591  1.733  0.00
C  1.992  -1.889  2.757  0.00
P  1.515  -1.529  1.041  -0.01
C  3.094  -0.867  0.379  -0.01
C  1.455  -3.186  0.250  0.00
C  0.903  -3.015  -1.163  0.00
P  -0.600  -1.943  -1.113  0.00
C  -0.764  -1.562  -2.894  0.00
C  -1.950  -3.126  -0.805  0.00
H  2.860  -2.553  2.794  0.00
H  1.129  -2.342  3.237  0.00
H  2.226  -0.950  3.259  0.00
H  3.928  -1.533  0.609  0.00
H  3.276  0.112  0.825  0.00
H  3.024  -0.728  -0.702  0.00
H  0.772  -3.773  0.869  0.00
H  2.435  -3.671  0.245  0.00
H  0.685  -3.969  -1.649  0.00
H  1.630  -2.492  -1.793  0.00
H  -0.693  -2.473  -3.492  0.00
H  0.034  -0.871  -3.173  0.00
H  -1.716  -1.069  -3.077  0.00
H  -1.954  -3.956  -1.514  0.00
H  -2.892  -2.580  -0.856  0.00
H  -1.836  -3.477  0.223  0.00
O  -0.865  -2.623  2.358  0.01
S  -1.540  -1.342  2.669  0.00
O  -2.313  -1.378  3.885  0.00
O  -0.510  -0.214  2.667  0.03
O  -2.347  -0.949  1.452  0.00

=====

4.
Density functional theory data (ωB97M-V with the def2-TZVPD basis set) for a cluster of 2 separate species, C3H6BrNO in total in a non-equilibrium geometry.

Values from the calculation:
Electronic energy: -2821.649382 hartree
Spin multiplicity: 3
HOMO-LUMO gap (alpha / beta): 7.596 / 8.711 eV
LUMO energy (alpha / beta): 0.8 / -1.0 eV
Relative energy (zero: lowest compared OMol25 entry of this formula, charge and spin): 136.7 kJ/mol
E_HOMO (alpha / beta): -6.8 / -9.7 eV

Each line ends with the Löwdin spin population.
CARTESIAN COORDINATES (ANGSTROEM)
C  0.497  0.436  1.393  0.00
C  -0.532  -0.439  -1.655  0.68
C  -0.323  -0.621  1.406  0.02
N  1.446  0.733  -1.174  0.76
O  0.717  -0.349  -1.379  0.39
Br  -2.152  -0.457  0.882  0.05
H  1.626  0.365  1.637  0.00
H  0.221  1.470  1.311  0.00
H  -0.898  -1.416  -1.643  0.04
H  -1.217  0.493  -1.595  0.03
H  -0.040  -1.631  1.849  0.00
H  0.655  1.416  -1.034  0.02

=====

> Which value of electronic energy does entry 3 give?

-4217.932356 hartree

=====

> Among the records above, which one has the highest relative energy (zero: lowest compared OMol25 entry of this formula, charge and spin)?

C3H6BrNO

=====

> Which of these has the lowest relative energy (zero: lowest compared OMol25 entry of this formula, charge and spin)?

C22H21F3N4O5